# 1
The following is a DFT calculation (the ωB97M-V functional and the def2-TZVPD basis) of a 5-piece molecular cluster, C23H34N2O6 overall.

```
65
Properties=species:S:1:pos:R:3
C 3.874 -2.915 1.036
C 2.819 -1.922 0.664
C 2.962 -0.545 1.245
N 1.877 -2.230 -0.153
C 0.562 -2.005 0.189
C -0.330 -1.378 -0.715
C -1.644 -1.131 -0.384
C -2.077 -1.512 0.882
C -1.217 -2.152 1.761
C 0.095 -2.421 1.443
C -1.967 -2.454 3.016
O -1.629 -3.179 3.903
N -3.202 -1.681 2.968
C -3.397 -1.402 1.531
O -4.473 -1.173 1.058
H 3.955 -3.709 0.298
H 3.609 -3.332 2.010
H 4.830 -2.409 1.182
H 3.946 -0.203 0.908
H 2.963 -0.628 2.336
H 2.163 0.092 0.893
H 0.029 -1.083 -1.693
H -2.326 -0.651 -1.072
H 0.717 -2.937 2.162
H -2.905 -0.768 3.320
C 0.507 0.269 -5.627
C 0.280 -0.887 -4.682
O 0.958 -1.038 -3.692
C -0.833 -1.846 -5.029
H 1.330 0.878 -5.262
H 0.751 -0.104 -6.623
H -0.392 0.884 -5.688
H -0.642 -2.304 -6.001
H -1.786 -1.316 -5.067
H -0.888 -2.625 -4.273
C 1.486 4.234 2.106
C 0.900 2.963 1.539
O 1.585 1.990 1.325
C -0.582 2.960 1.250
H 2.553 4.100 2.265
H 1.329 5.060 1.411
H 1.009 4.473 3.057
H -0.823 3.734 0.521
H -1.143 3.147 2.167
H -0.868 1.989 0.849
C 5.374 0.250 -2.465
C 5.871 0.897 -1.196
O 5.371 0.645 -0.124
C 7.016 1.871 -1.324
H 4.551 -0.423 -2.234
H 5.023 1.014 -3.161
H 6.179 -0.317 -2.936
H 6.731 2.700 -1.973
H 7.887 1.369 -1.748
H 7.272 2.260 -0.341
C -7.733 0.223 3.605
C -7.899 1.196 2.461
O -8.618 2.164 2.552
C -7.122 0.895 1.205
H -8.339 0.547 4.447
H -8.050 -0.774 3.297
H -6.686 0.180 3.911
H -7.415 -0.076 0.806
H -6.054 0.879 1.420
H -7.326 1.663 0.461
```

Output
HOMO-LUMO gap = 8.0 eV
LUMO energy = 0.005 Eh
structure (SMILES) = CC(C)=Nc1ccc2c(c1)C(=O)NC2=O.CC(C)=O.CC(C)=O.CC(C)=O.CC(C)=O
total charge = 0
E_tot = -39666.55992 eV
largest force on an atom = 1.99 eV/A

=====

# 2
The following is a DFT calculation (the ωB97M-V functional and the def2-TZVPD basis) of a 2-piece molecular cluster, F2HOPS overall.

```
6
Properties=species:S:1:pos:R:3
O 0.883 0.684 -0.519
F -0.470 0.698 1.587
F 0.774 -2.003 0.360
P -0.533 0.203 0.118
S -2.121 0.566 -0.846
H 1.468 -0.148 -0.701
```

Output
HOMO-LUMO gap (alpha / beta) = 8.3 / 8.3 eV
LUMO energy (alpha / beta) = -0.110 / -0.110 Eh
total charge = 0
relative energy (zero: lowest compared OMol25 entry of this formula, charge and spin) = 94.2 kcal/mol
E_tot = -27622.14415 eV
largest force on an atom = 3.27 eV/A

=====

# 3
The following is a DFT calculation (the ωB97M-V functional and the def2-TZVPD basis) of one molecule with the formula C3H4N2O3.

```
12
Properties=species:S:1:pos:R:3
C 0.603 -0.435 -0.216
C -1.496 0.015 -0.245
C 0.356 0.970 -0.114
H 1.463 -1.754 1.043
H 1.524 -2.230 -0.536
H -3.081 0.782 0.701
H 2.071 1.694 -0.241
N 1.704 -1.256 0.114
N -0.668 -0.990 -0.376
O -2.768 -0.091 0.001
O -0.952 1.287 -0.013
O 1.244 2.006 -0.118
```

Output
HOMO-LUMO gap = 7.9 eV
LUMO energy = 0.006 Eh
structure (SMILES) = Nc1nc(O)oc1O
total charge = 0
relative energy (zero: lowest compared OMol25 entry of this formula, charge and spin) = 77.0 kcal/mol
E_tot = -12295.65573 eV
largest force on an atom = 5.90 eV/A

=====

# 4
The following is a DFT calculation (the ωB97M-V functional and the def2-TZVPD basis) of a 2-piece molecular cluster, C2HClF3O2S overall.

```
10
Properties=species:S:1:pos:R:3
C 0.527 -0.047 0.094
C -0.134 1.300 -0.122
O 0.160 -2.616 -0.845
O -1.201 -1.844 1.111
F 0.963 -0.130 1.368
F -0.170 1.867 -1.372
F 0.467 2.291 0.614
S -0.719 -1.601 -0.262
Cl -1.862 1.003 0.513
H 1.969 -0.223 -1.099
```

Output
HOMO-LUMO gap = 7.2 eV
LUMO energy = 0.123 Eh
total charge = -1
relative energy (zero: lowest compared OMol25 entry of this formula, charge and spin) = 83.0 kcal/mol
E_tot = -37693.02361 eV
largest force on an atom = 3.74 eV/A

=====

# 5
The following is a DFT calculation (the ωB97M-V functional and the def2-TZVPD basis) of a 2-piece molecular cluster, C4H12 overall.

```
16
Properties=species:S:1:pos:R:3
C 1.661 -0.183 0.875
C 0.732 -1.339 0.776
H 1.308 0.865 0.659
H 2.070 -0.146 1.833
H 2.565 -0.387 0.224
H 1.211 -2.168 0.377
H -0.080 -1.306 0.060
H 0.330 -1.527 1.670
C -0.949 0.385 -1.484
C -1.487 1.156 -0.165
H -1.542 0.786 -2.313
H 0.193 0.476 -1.464
H -1.075 -0.666 -1.381
H -1.413 2.259 -0.263
H -0.785 0.943 0.557
H -2.522 0.751 0.032
```

Output
HOMO-LUMO gap = 12.5 eV
LUMO energy = 0.045 Eh
structure (SMILES) = CC.CC
total charge = 0
relative energy (zero: lowest compared OMol25 entry of this formula, charge and spin) = 27.2 kcal/mol
E_tot = -4341.34809 eV
largest force on an atom = 3.98 eV/A

=====

# 6
The following is a DFT calculation (the ωB97M-V functional and the def2-TZVPD basis) of one molecule with the formula C18H23N3O3.

```
47
Properties=species:S:1:pos:R:3
C 7.840 2.370 -0.705
H 8.861 2.651 -0.452
O 7.468 1.398 0.243
C 6.225 0.857 0.171
C 5.263 1.189 -0.780
C 4.027 0.571 -0.755
C 3.729 -0.383 0.212
C 4.694 -0.717 1.164
C 5.924 -0.104 1.143
H 6.684 -0.348 1.869
H 4.456 -1.459 1.910
C 2.431 -1.018 0.222
N 2.055 -1.926 1.087
O 0.778 -2.247 0.737
C 0.470 -1.498 -0.332
N 1.446 -0.725 -0.687
C -0.880 -1.585 -0.930
C -1.860 -0.703 -0.152
C -3.265 -0.815 -0.740
O -3.550 -1.569 -1.644
N -4.154 0.006 -0.145
H -3.851 0.609 0.602
C -5.550 0.076 -0.528
C -5.906 1.469 -1.058
C -5.902 2.520 0.050
C -6.850 2.115 1.175
C -6.456 0.754 1.742
C -6.461 -0.307 0.643
H -7.477 -0.423 0.262
H -6.142 -1.269 1.047
H -7.156 0.463 2.528
H -5.465 0.819 2.196
H -6.832 2.867 1.966
H -7.869 2.062 0.786
H -6.208 3.483 -0.364
H -4.892 2.642 0.448
H -6.900 1.422 -1.504
H -5.198 1.746 -1.842
H -5.660 -0.659 -1.332
H -1.534 0.339 -0.190
H -1.892 -1.016 0.895
H -0.833 -1.253 -1.967
H -1.230 -2.618 -0.903
H 3.277 0.822 -1.489
H 5.466 1.925 -1.542
H 7.817 1.968 -1.723
H 7.198 3.254 -0.648
```

Output
HOMO-LUMO gap = 9.0 eV
LUMO energy = 0.024 Eh
structure (SMILES) = COc1ccc(-c2noc(CCC(=O)NC3CCCCC3)n2)cc1
total charge = 0
relative energy (zero: lowest compared OMol25 entry of this formula, charge and spin) = 63.8 kcal/mol
E_tot = -29652.25682 eV
largest force on an atom = 1.24 eV/A

=====

# 7
The following is a DFT calculation (the ωB97M-V functional and the def2-TZVPD basis) of a 10-piece molecular cluster, C10H40N20O10 overall.

```
80
Properties=species:S:1:pos:R:3
C 0.746 -1.624 4.308
O 1.619 -0.930 4.715
N 0.869 -2.431 3.276
N -0.466 -1.792 4.757
H 0.113 -3.092 3.166
H 1.729 -2.402 2.747
H -0.691 -1.313 5.618
H -1.031 -2.355 4.138
C -3.064 3.544 -0.523
O -2.397 2.506 -0.728
N -3.186 4.572 -1.319
N -3.710 3.701 0.549
H -3.550 5.383 -0.840
H -3.182 4.381 -2.311
H -4.566 4.234 0.498
H -3.604 2.860 1.097
C -2.021 0.632 -4.278
O -0.997 0.022 -4.276
N -2.963 0.447 -5.122
N -2.388 1.511 -3.341
H -3.924 0.755 -5.137
H -2.940 -0.493 -5.492
H -3.342 1.836 -3.398
H -1.615 1.947 -2.858
C -4.521 -0.173 0.708
O -3.671 0.579 1.152
N -5.762 -0.021 0.702
N -4.356 -1.391 0.353
H -6.164 0.891 0.864
H -6.267 -0.801 0.307
H -5.102 -2.036 0.136
H -3.455 -1.827 0.489
C 5.521 -1.615 0.006
O 6.422 -2.118 0.624
N 4.307 -1.699 0.500
N 5.654 -0.896 -1.094
H 4.302 -1.950 1.479
H 3.597 -1.117 0.080
H 6.585 -0.693 -1.429
H 4.777 -0.648 -1.529
C 0.465 -0.176 0.539
O 1.522 -0.756 0.460
N -0.532 -0.385 1.365
N 0.047 0.768 -0.255
H -0.140 -0.873 2.157
H -1.234 0.340 1.322
H 0.623 0.890 -1.076
H -0.838 1.237 -0.128
C -2.856 0.788 4.253
O -2.616 0.945 5.472
N -2.264 1.387 3.273
N -3.510 -0.274 3.935
H -2.686 1.288 2.360
H -1.509 2.049 3.385
H -4.007 -0.598 4.753
H -3.939 -0.257 3.021
C 4.431 3.641 -1.378
O 4.656 4.578 -0.708
N 3.439 2.786 -1.192
N 4.992 3.469 -2.524
H 3.338 1.925 -1.709
H 2.642 3.133 -0.678
H 4.806 2.565 -2.935
H 5.670 4.155 -2.823
C 2.312 -0.070 -2.894
O 3.406 0.151 -2.571
N 1.594 -1.016 -2.408
N 1.533 0.728 -3.596
H 0.709 -1.315 -2.790
H 1.911 -1.573 -1.627
H 0.541 0.580 -3.714
H 1.832 1.655 -3.862
C 2.206 -5.263 0.241
O 1.705 -6.232 -0.300
N 2.851 -5.173 1.378
N 1.924 -4.014 -0.135
H 2.990 -4.231 1.714
H 2.795 -5.998 1.959
H 1.334 -3.986 -0.954
H 2.551 -3.250 0.074
```

Output
HOMO-LUMO gap = 7.9 eV
LUMO energy = -0.032 Eh
structure (SMILES) = NC(N)=O.NC(N)=O.NC(N)=O.NC(N)=O.NC(N)=O.NC(N)=O.NC(N)=O.NC(N)=O.NC(N)=O.NC(N)=O
total charge = 0
relative energy (zero: lowest compared OMol25 entry of this formula, charge and spin) = 174.1 kcal/mol
E_tot = -61300.21711 eV
largest force on an atom = 8.41 eV/A

=====

# 8
The following is a DFT calculation (the ωB97M-V functional and the def2-TZVPD basis) of C20H29FeN3P2S as an isolated structure.

```
56
Properties=species:S:1:pos:R:3
C 4.008 -0.970 1.496
C 2.958 -0.270 0.913
C 2.491 -0.702 -0.416
C 2.559 -2.141 -0.681
C 3.370 -2.934 0.163
C 4.197 -2.316 1.107
C 1.885 -2.656 -1.812
C 1.202 -1.725 -2.628
C 1.253 -0.302 -2.289
C 0.407 0.624 -3.064
C 0.175 0.310 -4.391
C 0.296 -1.050 -4.785
C 0.617 -2.046 -3.871
H 4.572 -0.457 2.285
H 3.448 -3.984 -0.114
H 5.034 -2.845 1.530
H 1.615 -3.756 -1.866
H -0.134 1.131 -5.084
H 0.169 -1.284 -5.865
H 0.723 -3.105 -4.161
N 2.218 0.128 -1.459
Fe -1.580 0.160 1.267
C 2.322 0.950 1.624
H 2.443 1.843 0.963
H 2.853 1.083 2.589
C -0.048 1.936 -2.448
H 0.809 2.433 -1.992
H -0.489 2.573 -3.231
P 0.501 0.549 1.976
P -1.361 1.597 -1.220
C -2.915 1.603 -2.169
H -3.757 1.467 -1.464
H -2.997 2.589 -2.666
H -2.907 0.790 -2.920
C -1.407 3.011 -0.142
H -2.004 3.800 -0.628
H -1.901 2.747 0.811
H -0.385 3.368 0.059
C 0.656 -0.602 3.389
H 1.139 -0.079 4.229
H -0.346 -0.949 3.675
H 1.241 -1.484 3.086
C 0.062 2.114 2.844
H -0.997 2.009 3.117
H 0.667 2.246 3.752
H 0.155 2.979 2.174
H -1.253 -1.132 0.601
H -1.214 0.188 -0.515
N -3.732 0.118 1.731
C -3.538 -1.180 2.074
N -4.176 -1.670 3.142
S -2.314 -2.054 1.214
H -4.447 0.714 2.125
H -3.325 0.414 0.837
H -3.918 -2.595 3.477
H -4.900 -1.184 3.634
```

Output
HOMO-LUMO gap (alpha / beta) = 3.6 / 5.0 eV
LUMO energy (alpha / beta) = -0.131 / -0.146 Eh
total charge = +1
E_tot = -89466.51800 eV
largest force on an atom = 4.15 eV/A
multiplicity = 6